Model A:
2 unconnected molecules or ions with the total composition C4H9INO. Source: OMol25; level of theory: ωB97M-V/def2-TZVPD.

Positions of all 16 atoms, in Å:
C1 -0.400 -1.372 0.587
C2 -0.183 1.174 1.235
C3 1.692 -0.326 -1.029
C4 -0.320 0.050 0.290
N1 -1.179 0.307 -0.902
O1 -0.882 -2.137 -0.213
I1 0.419 -2.035 2.441
H1 0.182 2.071 0.738
H2 0.490 0.922 2.049
H3 -1.156 1.409 1.678
H4 2.408 -0.063 -0.270
H5 1.516 0.399 -1.802
H6 1.582 -1.370 -1.258
H7 -1.262 -0.640 -1.349
H8 -0.779 0.994 -1.551
H9 -2.127 0.616 -0.643

The highest occupied orbital energy is -13.519 eV. As for the net charge: +1.

Model B:
2 unconnected molecules or ions with the total composition C4H9INO. Source: OMol25; level of theory: ωB97M-V/def2-TZVPD.

Positions of all 16 atoms, in Å:
C1 0.157 -1.462 0.400
C2 0.179 0.975 1.336
C3 1.196 0.187 -1.759
C4 -0.286 -0.123 0.467
N1 -1.676 0.075 -0.015
O1 -0.639 -2.223 -0.070
I1 2.093 -1.858 1.077
H1 -0.175 1.983 1.101
H2 1.217 1.050 1.351
H3 -0.183 0.679 2.296
H4 1.900 0.699 -1.260
H5 0.656 0.779 -2.512
H6 1.328 -0.867 -1.956
H7 -2.389 0.230 0.764
H8 -1.679 -0.895 -0.459
H9 -1.701 0.771 -0.761

The highest occupied orbital energy (spin up / spin down) is -13.664 / -13.571 eV. As for the net charge: +1.

Which structure is the least stable? The one labeled model B.

Model A:
2 unconnected molecules or ions with the total composition C4H9INO. Source: OMol25; level of theory: ωB97M-V/def2-TZVPD.

Positions of all 16 atoms, in Å:
C1 0.940 -1.558 0.573
C2 -0.353 -0.501 -1.273
C3 -0.664 0.297 1.294
C4 0.222 -0.345 0.151
N1 1.428 0.714 0.082
O1 2.075 -1.866 0.491
I1 -0.726 -4.371 0.046
H1 0.392 -1.119 -1.910
H2 -0.527 0.475 -1.601
H3 -1.240 -1.225 -1.266
H4 -1.224 1.253 1.088
H5 -0.078 0.431 2.209
H6 -1.444 -0.356 1.556
H7 1.873 0.566 0.915
H8 1.057 1.737 -0.056
H9 1.959 0.242 -0.769

The highest occupied orbital energy (spin up / spin down) is -12.999 / -12.661 eV. As for the net charge: +1.

Model B:
2 unconnected molecules or ions with the total composition C4H9INO. Source: OMol25; level of theory: ωB97M-V/def2-TZVPD.

Positions of all 16 atoms, in Å:
C1 -0.949 -1.614 0.131
C2 -1.399 -0.294 0.773
C3 -0.113 -0.778 -0.851
C4 -0.435 1.672 -0.430
N1 -0.606 0.425 -0.206
O1 -1.031 2.557 0.315
I1 4.539 -0.176 0.135
H1 -0.370 -2.259 0.782
H2 -1.746 -2.184 -0.335
H3 -2.463 -0.058 0.714
H4 -1.057 -0.119 1.795
H5 0.970 -0.888 -0.766
H6 -0.395 -0.841 -1.902
H7 0.225 1.970 -1.244
H8 5.647 -0.894 0.975
H9 -0.817 3.482 0.112

The highest occupied orbital energy is -12.726 eV. As for the net charge: +1.

Which structure is the least stable? The one labeled model A.

Model A:
C7H12N2O in the gas phase. Source: OMol25; level of theory: ωB97M-V/def2-TZVPD.

Positions of all 22 atoms, in Å:
C1 1.301 -1.772 -0.306
C2 -2.046 -0.443 0.043
C3 -0.389 1.202 -1.854
C4 -0.128 -0.323 1.587
C5 1.310 -0.626 0.662
C6 -0.790 0.275 0.456
C7 0.009 1.025 -0.406
N1 0.840 2.060 0.021
N2 -0.400 -0.577 2.795
O1 2.293 -0.240 1.276
H1 1.764 1.902 0.416
H2 0.469 2.778 0.635
H3 0.396 -1.044 3.247
H4 0.321 -2.236 -0.405
H5 2.020 -2.524 0.029
H6 1.640 -1.402 -1.277
H7 -1.884 -1.121 -0.797
H8 -2.796 0.289 -0.275
H9 -2.486 -1.019 0.860
H10 0.476 1.518 -2.445
H11 -1.140 1.993 -1.961
H12 -0.781 0.287 -2.301

The highest occupied orbital energy is -8.170 eV. As for the net charge: 0. As for the SMILES: [H]/N=C(C(C)=O)/C(C)=C(/C)N.

Model B:
C7H12N2O in the gas phase. Source: OMol25; level of theory: ωB97M-V/def2-TZVPD.

Positions of all 22 atoms, in Å:
C1 0.576 -1.604 -0.504
C2 1.470 0.094 1.261
C3 -0.999 0.149 0.548
C4 0.363 -0.465 0.440
C5 0.702 -0.339 -1.270
N1 -2.050 -0.838 0.649
N2 -1.076 1.257 1.481
C6 -0.822 0.661 -0.962
C7 1.601 0.184 -2.096
O1 -0.672 1.878 -1.202
H1 -2.111 -1.213 1.590
H2 -2.945 -0.428 0.402
H3 -2.026 1.369 1.809
H4 -0.815 2.110 0.983
H5 -1.471 0.010 -1.581
H6 -0.306 -2.203 -0.707
H7 1.485 -2.183 -0.364
H8 1.250 -0.110 2.313
H9 2.432 -0.333 0.981
H10 1.521 1.179 1.152
H11 1.552 1.245 -2.315
H12 2.341 -0.420 -2.608

The highest occupied orbital energy is -8.236 eV. As for the net charge: 0.

Model C:
2 unconnected molecules or ions with the total composition C7H12N2O. Source: OMol25; level of theory: ωB97M-V/def2-TZVPD.

Positions of all 22 atoms, in Å:
C1 2.632 1.009 -0.775
C2 4.093 -0.301 0.176
C3 2.011 -0.371 -0.651
C4 -1.370 1.188 -0.515
C5 -1.980 -1.264 -0.583
C6 -0.817 -0.304 1.381
C7 -1.324 -0.148 0.167
N1 3.955 0.896 -0.212
N2 3.003 -1.115 -0.041
O1 0.928 -0.769 -0.984
H1 2.689 1.330 -1.817
H2 4.988 -0.683 0.632
H3 -0.980 1.106 -1.530
H4 -2.404 1.534 -0.579
H5 -0.791 1.928 0.034
H6 -1.476 -1.406 -1.537
H7 -3.024 -1.018 -0.780
H8 -1.937 -2.192 -0.020
H9 -0.365 0.514 1.920
H10 -0.814 -1.260 1.876
H11 2.051 1.757 -0.233
H12 2.925 -2.089 0.201

The highest occupied orbital energy is -8.757 eV. As for the net charge: 0. As for the SMILES: O=C1CN=CN1.C=C(C)C.

Which structure is the least stable? The one labeled model B.

Model A:
2 unconnected molecules or ions with the total composition C7H12N2O. Source: OMol25; level of theory: ωB97M-V/def2-TZVPD.

Positions of all 22 atoms, in Å:
O1 -0.135 0.589 -1.936
C1 -0.119 -0.599 -2.211
C2 0.362 -1.104 -3.552
C3 -0.580 -1.652 -1.229
H1 0.668 -0.260 -4.193
H2 -0.443 -1.660 -4.062
H3 1.225 -1.777 -3.419
H4 -1.428 -2.220 -1.648
H5 0.240 -2.356 -1.009
H6 -0.904 -1.183 -0.285
N1 -1.477 1.715 3.155
C4 -1.683 1.794 1.851
C5 -0.221 1.168 3.283
C6 0.344 0.910 2.050
N2 -0.612 1.319 1.149
C7 1.658 0.332 1.645
H7 -2.579 2.180 1.364
H8 0.222 0.983 4.261
H9 -0.534 1.275 0.130
H10 2.232 0.089 2.555
H11 2.240 1.049 1.043
H12 1.523 -0.592 1.058

The highest occupied orbital energy is -8.216 eV. As for the net charge: 0. As for the SMILES: Cc1cnc[nH]1.CC(C)=O.

Model B:
2 unconnected molecules or ions with the total composition C7H12N2O. Source: OMol25; level of theory: ωB97M-V/def2-TZVPD.

Positions of all 22 atoms, in Å:
C1 3.351 2.706 1.957
N1 2.553 3.265 3.031
C2 1.747 4.444 2.821
C3 0.912 4.368 1.535
C4 0.234 3.086 2.085
C5 0.211 1.755 1.342
C6 -0.628 1.744 0.136
N2 -1.500 1.327 -0.548
C7 1.149 3.155 3.321
H1 2.919 2.815 0.951
H2 4.349 3.163 1.984
H3 3.473 1.625 2.102
H4 1.988 5.352 3.377
H5 0.213 5.204 1.431
H6 1.473 4.268 0.595
H7 -0.788 3.326 2.406
H8 1.216 1.450 1.017
H9 -0.153 0.964 2.017
H10 0.832 2.884 4.330
O1 1.159 -1.776 0.572
H11 1.761 -1.153 1.035
H12 0.052 -1.658 0.549

The highest occupied orbital energy is -9.593 eV. As for the net charge: 0. As for the SMILES: CN1[C@@H]2[C@H](CC#N)C[C@@H]21.O.

Which structure is the least stable? The one labeled model B.

Model A:
C14H15ClN2O2S in the gas phase. Source: OMol25; level of theory: ωB97M-V/def2-TZVPD.

Positions of all 35 atoms, in Å:
C1 5.338 1.630 2.459
N1 3.992 1.961 2.065
C2 3.127 0.971 1.644
C3 3.449 -0.388 1.741
C4 2.587 -1.361 1.274
C5 1.378 -1.019 0.685
C6 1.053 0.327 0.563
C7 1.910 1.299 1.032
H1 1.636 2.334 0.897
H2 0.123 0.608 0.096
N2 0.507 -2.001 0.188
S1 -1.150 -1.865 0.390
O1 -1.484 -1.091 1.547
O2 -1.650 -3.203 0.278
C8 -1.630 -0.956 -1.080
C9 -2.366 0.203 -0.944
C10 -2.740 0.889 -2.091
C11 -2.382 0.416 -3.346
C12 -1.647 -0.754 -3.455
C13 -1.267 -1.448 -2.317
H3 -0.701 -2.363 -2.374
H4 -1.373 -1.121 -4.432
H5 -2.681 0.960 -4.228
Cl1 -3.656 2.341 -1.955
H6 -2.630 0.548 0.043
H7 0.816 -2.950 0.331
H8 2.856 -2.403 1.375
H9 4.369 -0.701 2.207
C14 3.494 3.178 2.663
H10 2.410 3.213 2.625
H11 3.797 3.237 3.714
H12 3.895 4.052 2.141
H13 5.393 1.182 3.461
H14 5.929 2.546 2.461
H15 5.778 0.944 1.738

The highest occupied orbital energy is -7.455 eV. As for the net charge: 0. As for the SMILES: CN(C)c1ccc(NS(=O)(=O)c2cccc(Cl)c2)cc1.

Model B:
C14H15ClN2O2S in the gas phase. Source: OMol25; level of theory: ωB97M-V/def2-TZVPD.

Positions of all 35 atoms, in Å:
C1 -0.288 -1.532 2.847
N1 -0.196 -0.418 1.936
C2 -0.968 -0.347 0.828
N2 -1.687 -1.420 0.513
C3 -2.438 -1.409 -0.580
C4 -2.518 -0.301 -1.407
C5 -1.760 0.839 -1.123
C6 -0.959 0.810 0.009
S1 0.247 2.054 0.462
O1 0.221 3.207 -0.397
O2 0.169 2.307 1.884
C7 1.794 1.178 0.149
C8 2.737 1.043 1.149
C9 3.919 0.370 0.893
C10 4.134 -0.159 -0.372
C11 3.189 -0.019 -1.380
C12 2.012 0.656 -1.112
H1 1.262 0.783 -1.877
H2 3.378 -0.433 -2.358
Cl1 5.601 -1.002 -0.700
H3 4.668 0.256 1.661
H4 2.538 1.473 2.118
C13 -1.880 2.019 -2.031
H5 -2.799 2.555 -1.794
H6 -1.052 2.707 -1.911
H7 -1.946 1.690 -3.067
H8 -3.156 -0.311 -2.276
C14 -3.207 -2.662 -0.860
H9 -3.903 -2.852 -0.046
H10 -3.757 -2.583 -1.793
H11 -2.525 -3.507 -0.911
H12 0.097 0.471 2.323
H13 -1.054 -1.371 3.611
H14 -0.546 -2.421 2.277
H15 0.676 -1.669 3.334

The highest occupied orbital energy is -8.432 eV. As for the net charge: 0. As for the SMILES: CNc1nc(C)cc(C)c1S(=O)(=O)c1ccc(Cl)cc1.

Which structure is the least stable? The one labeled model A.

Model A:
C5H3N in the gas phase. Source: OMol25; level of theory: ωB97M-V/def2-TZVPD.

Positions of all 9 atoms, in Å:
C1 -1.899 -0.381 0.898
C2 -0.561 0.065 0.557
C3 0.596 -0.320 -1.619
C4 0.831 0.552 0.599
C5 -1.233 -0.568 -0.372
N1 1.218 0.116 -0.680
H1 0.855 1.565 0.640
H2 1.547 0.008 1.268
H3 -1.355 -1.038 -1.291

The highest occupied orbital energy is -9.314 eV. As for the net charge: 0.

Model B:
C5H3N in the gas phase. Source: OMol25; level of theory: ωB97M-V/def2-TZVPD.

Positions of all 9 atoms, in Å:
C1 -1.559 -0.727 1.283
C2 -0.458 -0.372 0.892
C3 0.828 -0.075 0.452
C4 1.057 0.458 -0.756
C5 -0.099 0.686 -1.619
H1 -2.483 -0.963 1.820
H2 1.660 -0.258 1.178
H3 2.126 0.644 -0.978
N1 -1.071 0.606 -2.273

The highest occupied orbital energy is -9.747 eV. As for the net charge: 0. As for the SMILES: C#C/C=C\C#N.

Which structure is the least stable? The one labeled model A.